Computed, not measured: a structure of composition C8H17Cl3GePdS2Si, with the ωB97M-V functional and the def2-TZVPD basis.

Positions of all 33 atoms, in Å:
H: -2.2979 -0.2903 0.0811
S: 0.9803 1.2069 -0.9944
H: -0.4541 4.6703 2.0943
C: 0.2613 3.1276 0.7823
Cl: 0.9843 -1.7100 3.5066
H: 0.6522 -4.0908 -0.8193
H: -2.2114 -4.5884 -1.2294
H: -2.0864 -1.4051 -2.7266
Si: -1.1640 -2.3980 -0.6413
H: 0.5312 -3.4661 0.8356
H: -0.8443 -2.6089 -3.1046
H: 0.4272 4.5257 -1.7053
S: -0.2546 1.9675 1.9038
C: 0.4885 -3.1900 -0.2211
C: -1.1132 -1.7987 -2.4221
H: 1.1396 4.9956 1.4033
C: 1.2628 3.8998 -1.3799
H: 1.3266 -2.5111 -0.4060
C: -2.4610 -3.7729 -0.5437
C: 0.1513 4.5754 1.1954
Cl: 3.5697 0.5654 3.6907
C: -1.5729 -0.9938 0.4916
H: -3.4553 -3.4019 -0.8033
H: -1.8852 -1.2899 1.4974
H: 1.7363 3.4762 -2.2629
C: 0.7953 2.8046 -0.4535
Pd: 0.3294 -0.0579 0.8774
Cl: 3.9336 -2.2019 1.7368
H: -2.5125 -4.1857 0.4665
H: 1.9836 4.5538 -0.8823
H: -0.3018 5.1804 0.4069
Ge: 2.4431 -0.5916 2.1658
H: -0.3817 -0.9959 -2.5397

Forces on atoms 1 to 6 (eV/Å):
0.0164 0.0056 -0.0133
0.0105 0.0327 -0.0977
0.0179 0.0049 0.0153
0.0941 0.0816 -0.1642
0.0417 -0.1132 0.1391
0.0129 -0.0087 0.0011

Values from the calculation:
multiplicity: 4
relative energy (zero: lowest compared OMol25 entry of this formula, charge and spin): 0.9 kcal/mol
electronic energy: -135688.9573 eV
maximum force: 0.21 eV Å⁻¹
charge: -1
LUMO level (alpha / beta): 2.8 / 1.3 eV
frontier orbital gap (alpha / beta): 7.0314 / 6.0582 eV

Population analysis type Löwdin, resulting atomic charges in e:
1. H -0.018
2. S 0.648
3. H 0.054
4. C -0.794
5. Cl -0.097
6. H 0.026
7. H 0.018
8. H 0.024
9. Si 0.354
10. H 0.015
11. H 0.023
12. H 0.076
13. S 0.658
14. C -0.217
15. C -0.198
16. H 0.082
17. C -0.146
18. H 0.001
19. C -0.203
20. C -0.144
21. Cl -0.079
22. C -0.351
23. H 0.018
24. H -0.015
25. H 0.052
26. C -0.793
27. Pd 0.157
28. Cl -0.089
29. H 0.021
30. H 0.077
31. H 0.070
32. Ge -0.222
33. H -0.008

=====

Computed, not measured: the ion C8H17N2 with charge +1 in a non-equilibrium geometry, with the ωB97M-V functional and the def2-TZVPD basis.

Positions of all 27 atoms, in Å:
H: -3.5719 0.1757 0.2532
H: 1.8983 1.9449 -0.6110
H: -1.8276 -0.6406 -1.8800
C: -1.5385 -0.1732 0.1606
H: 1.3823 -2.5250 -0.9374
H: -2.6603 -0.8480 1.5458
H: -1.5169 1.0125 -1.5503
N: -0.5710 -0.2065 0.9325
C: 1.8089 -0.8661 0.5974
N: 0.3034 -0.2349 -1.2732
H: -0.4950 2.8435 -0.4495
H: 0.6263 -1.2369 -1.4553
H: 1.8538 1.4779 1.1156
H: -3.3150 -1.5021 0.1530
H: 2.2769 -3.0769 0.4403
H: 1.7141 -0.9667 1.7527
C: 0.7512 0.1094 0.0548
H: 0.5939 -2.5965 0.7254
C: -1.1962 0.0165 -1.3265
H: 2.7439 -0.3222 0.3790
H: 0.9232 0.3593 -1.9244
C: -2.8925 -0.6699 0.5463
C: 1.4954 -2.3338 0.1658
C: 1.2192 1.6070 0.2562
C: 0.1536 2.6490 0.4300
H: 0.4231 3.7391 0.6999
H: -0.5824 2.2643 1.1992

Forces on atoms 1 to 6 (eV/Å):
0.0649 -0.6842 1.1444
-0.6680 -0.8635 1.0945
0.4102 -0.8510 -0.9205
-0.6805 -2.3511 -2.8051
-0.0196 0.0706 0.8105
-1.0547 0.0430 2.2223

Values from the calculation:
structure (SMILES): CCC1(CC)N=C(C)C[NH2+]1
relative energy (zero: lowest compared OMol25 entry of this formula, charge and spin): 61.2 kcal/mol
electronic energy: -11543.5402 eV
maximum force: 4.96 eV Å⁻¹
charge: +1
LUMO level: -3.1 eV
frontier orbital gap: 11.1242 eV

Population analysis type natural (NBO), resulting atomic charges in e:
1. H 0.236
2. H 0.216
3. H 0.253
4. C 0.312
5. H 0.173
6. H 0.255
7. H 0.254
8. N -0.392
9. C -0.453
10. N -0.572
11. H 0.204
12. H 0.465
13. H 0.244
14. H 0.245
15. H 0.269
16. H 0.275
17. C 0.273
18. H 0.241
19. C -0.303
20. H 0.232
21. H 0.458
22. C -0.668
23. C -0.632
24. C -0.434
25. C -0.646
26. H 0.263
27. H 0.231

=====

Computed, not measured: the ion C8H17N4 with charge +1 in a non-equilibrium geometry, with the ωB97M-V functional and the def2-TZVPD basis.

Positions of all 29 atoms, in Å:
H: -2.3869 0.6534 -2.8233
C: 1.7151 0.6009 0.9637
H: -2.3837 1.7970 -1.4058
C: 1.6541 -1.7855 1.6973
N: 1.2453 1.2891 -0.2971
H: 0.8877 -2.4355 2.0068
N: 0.9829 -0.5579 1.2813
H: 2.8455 0.2203 0.7797
H: -1.2413 -3.5655 0.3713
N: -1.1161 -1.4022 0.1538
H: -2.6600 -2.3948 1.0231
C: -1.7969 1.3331 -2.1420
H: -1.1133 1.9569 -2.7382
H: -1.1488 -2.5807 1.8554
H: 1.6644 1.4629 1.7274
H: 2.3017 -2.2267 0.8020
C: 1.4944 2.7786 -0.3264
N: -0.9421 0.3199 -1.4666
H: -1.6411 -1.4773 -1.8062
C: -0.1978 0.7384 -0.2574
C: -1.5848 -2.6053 0.8652
H: 0.4972 3.1251 0.1710
C: -0.1671 -0.5572 0.4833
H: 2.3056 -1.6469 2.5282
H: 1.6534 1.0388 -1.1620
C: -1.6972 -0.7617 -1.0604
H: 1.6252 3.2939 -1.3566
H: 2.3350 3.1242 0.3160
H: -2.7772 -0.6291 -0.8358

Forces on atoms 1 to 6 (eV/Å):
0.1823 1.4274 0.3353
4.5503 1.3015 0.6495
-1.0103 1.1245 0.6663
1.4383 0.0056 -2.7581
-1.6054 -0.8585 -0.3937
-0.6109 -1.1429 0.1805

Values from the calculation:
structure (SMILES): CN1CN(C)C2=C1N(C)C[N@@H+]2C
relative energy (zero: lowest compared OMol25 entry of this formula, charge and spin): 84.6 kcal/mol
electronic energy: -14521.4765 eV
maximum force: 4.78 eV Å⁻¹
charge: +1
LUMO level: -2.6 eV
frontier orbital gap: 8.0052 eV

Population analysis type natural (NBO), resulting atomic charges in e:
1. H 0.208
2. C -0.027
3. H 0.198
4. C -0.400
5. N -0.388
6. H 0.218
7. N -0.427
8. H 0.228
9. H 0.236
10. N -0.361
11. H 0.236
12. C -0.397
13. H 0.211
14. H 0.218
15. H 0.228
16. H 0.199
17. C -0.459
18. N -0.470
19. H 0.192
20. C -0.058
21. C -0.413
22. H 0.250
23. C 0.480
24. H 0.230
25. H 0.417
26. C -0.019
27. H 0.258
28. H 0.240
29. H 0.171

=====

Computed, not measured: a cluster of 2 separate species, C8H17NO in total in a non-equilibrium geometry, with the ωB97M-V functional and the def2-TZVPD basis.

Positions of all 27 atoms, in Å:
H: -1.6104 -1.6114 -1.3580
H: 2.2665 0.5485 -1.8639
H: -2.4096 1.2982 1.6749
C: 1.1665 -1.5602 -0.5605
H: 1.1577 -0.7640 2.0814
H: 2.1507 0.6835 1.8802
H: -3.3144 -1.3034 -1.0247
H: -2.3390 -0.0612 -1.8143
H: 0.7457 -1.4726 -1.5583
C: 0.2468 0.7048 -0.0163
C: -1.9864 -0.2775 0.2791
N: 0.2582 2.0232 0.4491
H: -1.7149 -0.9782 1.0542
H: -0.6337 2.3247 0.8492
H: 0.4680 -2.0983 0.0728
H: 2.0876 -2.1338 -0.6245
H: -2.7067 1.7080 -0.0364
C: 1.4665 -0.1758 0.0158
H: 2.8252 -0.9097 1.5201
C: -2.3182 -0.8452 -1.0575
H: 3.4850 -0.0779 -0.7485
H: 2.7457 1.5065 -0.4647
O: 0.0489 1.6968 -0.9456
C: 1.9263 -0.2993 1.4705
C: 2.5648 0.4963 -0.8224
C: -2.7602 0.9186 0.7157
H: -3.8166 0.6593 0.8327

Forces on atoms 1 to 6 (eV/Å):
0.0113 -0.0699 -0.0550
-0.0030 0.0345 -0.1762
-0.0419 0.0397 0.0334
-0.0117 0.3327 0.0881
-0.1278 -0.0891 0.1282
0.0281 0.0497 0.0507

Values from the calculation:
relative energy (zero: lowest compared OMol25 entry of this formula, charge and spin): 133.5 kcal/mol
electronic energy: -12104.5816 eV
maximum force: 3.76 eV Å⁻¹
LUMO level: 0.9 eV
frontier orbital gap: 8.6783 eV

Population analysis type natural (NBO), resulting atomic charges in e:
1. H 0.222
2. H 0.215
3. H 0.213
4. C -0.590
5. H 0.207
6. H 0.221
7. H 0.209
8. H 0.217
9. H 0.210
10. C 0.438
11. C -0.093
12. N -0.381
13. H 0.191
14. H 0.341
15. H 0.208
16. H 0.210
17. H 0.216
18. C -0.160
19. H 0.210
20. C -0.669
21. H 0.205
22. H 0.223
23. O -0.410
24. C -0.598
25. C -0.598
26. C -0.681
27. H 0.222

=====

Computed, not measured: a cluster of 2 separate species, C8H17NO3P in total in a non-equilibrium geometry, with the ωB97M-V functional and the def2-TZVPD basis.

Positions of all 30 atoms, in Å:
C: -0.8022 -1.9680 1.1235
H: -0.6229 -1.1029 1.6510
H: 3.5602 1.0861 0.3843
P: 1.2420 0.4102 0.8498
C: 3.0507 2.0544 0.0263
H: 1.9752 1.0731 -1.3942
H: 3.7311 2.5831 -0.6569
C: -1.1976 -2.2830 -1.2647
O: 1.0111 1.0991 2.1559
H: 2.8256 2.6734 0.9844
O: 2.1039 -0.7734 0.9044
H: -2.5027 1.4834 0.4286
H: -1.3126 0.0750 -1.4314
O: -1.5373 -1.8119 -2.3415
C: 1.7459 1.5604 -0.4990
H: -3.4851 0.0128 0.5934
H: 0.7474 3.3804 -1.3545
H: 0.8482 3.2100 0.4363
H: -1.3368 -4.5068 -1.8963
H: 0.2158 -2.3415 1.0849
H: -0.4508 -4.0695 -0.2707
C: -2.4485 0.4373 0.6701
N: -1.3086 -1.6161 -0.0940
C: -0.6507 -3.7767 -1.3149
C: 0.7057 2.6330 -0.5847
H: -1.9212 0.3512 1.5834
C: -1.3926 -0.2011 -0.3024
H: 0.3276 -3.8118 -1.8075
H: -0.3550 2.1884 -0.5682
H: -1.4380 -2.6249 1.8714

Forces on atoms 1 to 6 (eV/Å):
0.4271 -3.6716 3.5039
0.0370 1.9306 1.3746
-0.0072 1.6316 -0.4389
-1.9471 0.4518 0.1146
1.4605 -0.3929 2.8022
-0.3029 -1.2518 -1.4713

Values from the calculation:
electronic energy: -25492.9100 eV
maximum force: 5.09 eV Å⁻¹
charge: -1
LUMO level (alpha / beta): 3.7 / 3.7 eV
frontier orbital gap (alpha / beta): 6.6021 / 6.5983 eV

Population analysis type natural (NBO), resulting atomic charges in e:
1. C -0.419
2. H 0.229
3. H 0.231
4. P 2.085
5. C -0.630
6. H 0.226
7. H 0.196
8. C 0.690
9. O -1.144
10. H 0.215
11. O -1.152
12. H 0.204
13. H 0.232
14. O -0.667
15. C -0.606
16. H 0.179
17. H 0.196
18. H 0.210
19. H 0.220
20. H 0.233
21. H 0.208
22. C -0.674
23. N -0.502
24. C -0.708
25. C -0.622
26. H 0.222
27. C -0.273
28. H 0.224
29. H 0.229
30. H 0.169

=====

Computed, not measured: a cluster of 2 separate species, C8H17O4 in total in a non-equilibrium geometry, with the ωB97M-V functional and the def2-TZVPD basis.

Positions of all 29 atoms, in Å:
H: 0.0331 2.4400 4.5097
H: 0.9164 3.9960 4.6220
H: -1.5863 3.3337 2.0978
C: -1.1621 -4.9253 -2.8392
C: -0.2446 2.8290 0.5217
H: 1.3136 -2.7933 -0.5939
O: -0.2059 -4.0179 -2.3559
C: -0.6829 -3.2118 -1.3113
H: 2.6481 0.2489 -0.5516
H: -1.5837 -2.6537 -1.6214
O: 0.3777 3.4665 2.7380
C: 2.0183 0.7050 -1.3213
H: -0.0012 3.8529 0.1953
O: 0.8188 -1.3597 -1.8514
H: 0.0880 -1.6928 0.0286
H: -1.5197 -5.5949 -2.0377
O: 0.8690 1.9763 0.3095
H: -0.7427 1.7787 2.3299
H: 0.7063 2.3640 -1.7240
H: -1.1080 2.4720 -0.0631
C: 0.0994 3.4692 4.1153
H: -0.6885 -5.5267 -3.6245
C: -0.6128 2.8210 1.9826
H: 2.4569 0.7245 -2.3204
H: -0.8512 3.9891 4.3290
C: 0.3972 -2.2343 -0.8870
C: 1.2389 1.7708 -0.9725
H: -2.0320 -4.3990 -3.2692
H: -0.9599 -3.8283 -0.4350

Forces on atoms 1 to 6 (eV/Å):
0.0146 0.2349 -0.0634
-0.2107 -0.1482 -0.1641
0.1788 -0.0796 -0.0179
-0.2623 -0.1468 -0.0706
-0.0840 0.1991 -0.2619
-0.4833 -0.1839 0.2450

Values from the calculation:
multiplicity: 2
relative energy (zero: lowest compared OMol25 entry of this formula, charge and spin): 4.3 kcal/mol
electronic energy: -16756.5418 eV
maximum force: 2.71 eV Å⁻¹
LUMO level (alpha / beta): 0.9 / -1.1 eV
frontier orbital gap (alpha / beta): 9.2829 / 7.3587 eV

Population analysis type natural (NBO), resulting atomic charges in e:
1. H 0.165
2. H 0.198
3. H 0.168
4. C -0.245
5. C -0.080
6. H 0.171
7. O -0.533
8. C -0.080
9. H 0.206
10. H 0.167
11. O -0.532
12. C -0.454
13. H 0.186
14. O -0.289
15. H 0.219
16. H 0.162
17. O -0.510
18. H 0.172
19. H 0.167
20. H 0.178
21. C -0.246
22. H 0.196
23. C -0.077
24. H 0.213
25. H 0.162
26. C -0.153
27. C 0.140
28. H 0.165
29. H 0.164